Molecular formula: C54H114F12N5O5P2S2
Method: DFT, ωB97M-V/def2-TZVPD

Geometry as ORCA input:
```
! RIJCOSX wB97M-V def2-TZVPD def2/J DEFGRID3
* xyz 3 1
S -5.435 1.140 1.454
S -6.476 3.416 0.801
P 0.519 0.154 -0.877
P 2.088 -4.967 -0.786
F -2.903 1.076 0.470
F -7.149 5.245 2.694
F -0.934 0.601 -1.383
F -7.125 5.972 0.582
F 1.053 0.465 -2.403
F -3.305 -0.657 1.786
F -2.979 1.318 2.622
F -0.019 -0.180 0.592
F 1.964 -0.332 -0.375
F 0.293 -1.433 -1.312
F -5.323 5.743 1.705
F 0.900 1.722 -0.508
O 0.601 4.810 -0.504
O -5.970 0.495 2.659
O -5.971 0.562 0.215
O -6.121 3.639 -0.592
O -7.816 2.861 0.979
N -3.439 0.894 6.475
N -5.382 2.849 1.632
N 4.741 2.913 -0.198
N -2.652 -1.216 -4.516
N -0.600 5.001 -1.086
C 3.299 -6.422 -0.862
C 4.631 -1.761 -4.157
C 4.097 3.116 2.570
C 3.529 1.901 1.845
C -1.275 1.562 5.093
C 3.309 -2.227 -3.674
C -1.953 0.747 8.538
C -3.202 4.562 -2.279
C 0.421 -5.779 -0.703
C -2.769 -0.437 9.018
C -0.180 0.906 4.257
C -4.006 -0.314 -2.424
C 3.490 3.002 -1.085
C -3.492 0.671 1.585
C -4.830 -1.643 -2.380
C -4.424 1.691 5.625
C -3.367 -0.014 -3.808
C -6.537 5.228 1.468
C -1.243 0.344 -6.008
C -2.345 5.964 0.281
C 4.920 4.262 0.507
C 2.110 -3.838 -2.192
C 4.028 4.376 1.776
C -1.344 -1.513 -3.675
C -2.867 3.903 -0.975
C -1.196 3.796 1.056
C -1.747 4.643 -0.132
C -0.280 3.352 -2.963
C 7.333 1.459 -2.871
C -3.572 -2.447 -4.408
C 6.026 1.611 -1.991
C 5.662 -7.673 1.052
C 4.559 -2.918 2.152
C -2.301 -0.824 -5.952
C 4.225 -8.188 0.869
C 3.903 -3.359 0.824
C -0.773 -4.811 -0.947
C -3.395 -1.262 7.864
C 6.080 2.767 -0.979
C 2.451 -3.878 0.707
C -2.295 -6.069 -2.577
C 0.395 5.883 -3.163
C 3.746 -1.736 2.728
C -4.184 -0.405 6.855
C -4.118 -2.818 -2.975
C -0.640 0.581 -7.431
C -2.937 1.591 7.708
C -2.047 5.205 -3.069
C 3.162 -7.186 0.477
C 3.447 -3.381 -2.746
C -2.062 -5.660 -1.132
C 4.451 1.671 0.653
C -2.308 0.514 5.483
C -0.601 4.879 -2.612
H 2.195 -7.689 0.539
H 6.242 3.717 -1.488
H 6.255 -8.017 0.206
H 3.628 3.219 3.550
H -2.624 -1.789 7.300
H 5.339 1.276 1.149
H 2.651 3.388 -0.510
H 1.585 -2.964 -1.800
H 1.779 -3.056 0.449
H 7.349 0.379 -3.031
H -0.917 -0.524 -3.523
H -4.245 0.360 -4.336
H 4.114 -8.810 -0.023
H 3.121 -6.509 1.335
H -1.719 1.294 -5.766
H -0.577 0.509 3.321
H -1.734 2.306 4.438
H 0.551 1.595 3.835
H -2.016 3.383 1.641
H 3.868 -4.248 -3.259
H -2.894 -5.186 -0.608
H -4.279 -0.984 5.937
H -4.683 1.066 4.772
H -1.909 6.403 1.180
H -4.449 -2.169 -4.993
H 4.287 -1.116 3.443
H 0.515 -6.614 -1.397
H -1.763 -0.218 6.079
H 7.317 1.767 -3.916
H 2.997 4.631 1.520
H 5.154 3.001 2.822
H -2.644 0.801 -3.797
H -0.807 -4.040 -1.720
H -3.360 5.780 0.636
H -0.450 4.342 1.632
H 5.350 -2.509 -4.494
H 3.795 -8.702 1.727
H 4.590 -4.136 0.481
H 5.926 4.442 0.879
H 5.646 -6.590 1.171
H -3.944 5.316 -2.008
H 2.974 -2.169 3.369
H -5.305 1.964 6.203
H -5.184 -0.088 7.147
H -0.378 0.152 -5.375
H 4.219 -3.008 -2.070
H -3.952 2.618 5.299
H -4.875 -3.604 -3.012
H -3.879 3.899 -2.820
H 0.695 3.023 -2.602
H 4.476 5.019 -0.138
H 5.575 -2.530 2.080
H -4.654 0.509 -2.121
H 6.840 2.643 -0.208
H 5.778 0.714 -1.424
H -2.617 2.595 7.423
H -1.286 0.673 -8.304
H 0.469 5.955 -4.249
H -0.990 2.151 5.965
H 0.223 0.102 4.873
H 4.606 -3.630 2.976
H 4.259 -5.946 -1.068
H 3.700 1.147 2.614
H -3.722 3.636 -0.353
H -1.695 -6.938 -2.846
H -1.801 -1.711 -6.345
H 2.697 -1.451 -3.211
H -3.293 -6.510 -2.568
H 3.241 -1.177 1.940
H -3.800 1.932 8.282
H 8.223 1.783 -2.333
H -2.357 6.690 -0.531
H -2.265 -5.204 -3.238
H -2.014 -6.562 -0.519
H -0.648 2.927 0.690
H 3.302 2.023 -1.520
H 3.120 -6.982 -1.781
H 0.335 -6.136 0.323
H 4.556 -0.998 -4.933
H 0.123 6.889 -2.843
H -1.047 0.279 8.151
H -0.723 -2.210 -4.232
H -2.476 2.884 -1.033
H -3.288 -0.353 -1.603
H 1.430 -4.277 -2.924
H -0.104 3.256 -4.036
H 4.267 5.181 2.472
H 5.249 1.740 -2.745
H -3.525 -0.066 9.712
H 3.884 -2.571 0.070
H -2.101 5.081 -4.150
H -0.188 -0.382 -7.679
H -0.754 -4.133 -0.091
H -4.038 -2.047 8.260
H -1.034 2.635 -2.648
H -5.796 -1.402 -2.827
H 3.686 3.670 -1.925
H -1.582 1.312 9.392
H -3.259 -0.706 -6.456
H 5.239 -1.203 -3.439
H 2.755 -2.542 -4.562
H 2.443 1.934 1.767
H 1.438 5.756 -2.875
H -5.053 -1.863 -1.336
H -3.371 -3.272 -2.322
H -2.143 6.274 -2.871
H 4.100 0.875 -0.002
H -2.810 0.134 4.596
H 2.047 -4.292 1.631
H 6.056 -8.159 1.944
H 0.102 1.375 -7.382
H -1.685 -1.793 -2.681
H -3.076 -3.278 -4.909
H -2.124 -1.056 9.643
*
```

Calculated values
E in eV: -148369.8509
E_LUMO in eV: -9.375
Kohn-Sham gap in eV: 4.512

Löwdin population analysis, charges in e, atoms 1 to 99:
1. S 0.715
2. S 0.500
3. P 0.221
4. P 1.073
5. F 0.112
6. F 0.103
7. F -0.142
8. F 0.182
9. F -0.176
10. F 0.126
11. F 0.103
12. F -0.129
13. F -0.155
14. F -0.194
15. F 0.098
16. F -0.184
17. O 0.109
18. O -0.320
19. O -0.300
20. O -0.327
21. O -0.279
22. N -0.240
23. N -0.308
24. N -0.202
25. N -0.225
26. N 0.135
27. C -0.219
28. C -0.109
29. C -0.210
30. C -0.158
31. C -0.227
32. C -0.284
33. C -0.155
34. C -0.149
35. C -0.241
36. C -0.192
37. C -0.074
38. C -0.150
39. C 0.016
40. C -0.610
41. C -0.177
42. C 0.034
43. C -0.076
44. C -0.636
45. C -0.209
46. C 0.011
47. C -0.079
48. C -0.272
49. C -0.173
50. C 0.036
51. C -0.131
52. C 0.007
53. C -0.379
54. C 0.028
55. C -0.059
56. C -0.071
57. C -0.214
58. C -0.072
59. C -0.218
60. C -0.086
61. C -0.255
62. C -0.230
63. C -0.233
64. C -0.134
65. C -0.098
66. C -0.230
67. C -0.092
68. C -0.016
69. C -0.116
70. C -0.080
71. C -0.159
72. C -0.081
73. C -0.104
74. C -0.097
75. C -0.285
76. C -0.254
77. C -0.268
78. C -0.108
79. C -0.119
80. C -0.397
81. H 0.107
82. H 0.139
83. H 0.079
84. H 0.125
85. H 0.109
86. H 0.142
87. H 0.074
88. H 0.062
89. H 0.068
90. H 0.063
91. H 0.055
92. H 0.141
93. H 0.111
94. H 0.100
95. H 0.097
96. H 0.063
97. H 0.094
98. H 0.070
99. H 0.086